(1)
ORCA calculation (wB97M-V/def2-TZVPD) on a molecular structure, C25H48N3O4PdS2Si2 at a distorted geometry.

Structure (ORCA input):
```
! RIJCOSX wB97M-V def2-TZVPD def2/J DEFGRID3
* xyz 1 1
Pd -0.28 -0.52 0.98
C -1.57 -5.52 3.25
C -1.70 -4.03 3.21
C -1.09 -3.25 4.20
C -1.18 -1.87 4.18
C -1.89 -1.26 3.14
C -2.52 -2.01 2.16
C -2.42 -3.40 2.20
S -2.15 0.47 3.17
O -2.80 0.87 4.38
O -2.70 0.87 1.89
N -0.52 1.04 3.12
C -0.07 1.56 4.18
C 2.11 -0.83 4.02
O 1.83 -0.82 5.15
O 2.40 -0.84 2.90
H -1.81 -5.91 4.24
H -0.54 -5.81 3.02
H -2.23 -6.00 2.52
H -0.54 -3.73 4.99
H -0.72 -1.28 4.96
H -3.11 -1.52 1.39
H -2.91 -3.99 1.44
H -0.70 1.72 5.05
H 0.93 2.00 4.15
C 2.99 -2.21 -0.62
Si 1.45 -3.11 -0.07
C 1.66 -3.64 1.72
C 1.23 -4.64 -1.12
C -0.15 -2.10 -0.26
Si -0.91 -1.82 -1.96
C -2.11 -0.38 -1.93
C 0.36 -1.52 -3.30
C -1.90 -3.34 -2.40
H 3.85 -2.83 -0.39
H 3.13 -1.26 -0.10
H 3.00 -2.02 -1.70
H 1.69 -4.73 1.79
H 0.85 -3.28 2.36
H 2.60 -3.26 2.12
H 2.10 -5.28 -0.98
H 1.16 -4.42 -2.19
H 0.35 -5.21 -0.84
H -0.91 -2.68 0.28
H -1.57 0.57 -1.95
H -2.75 -0.40 -1.04
H -2.76 -0.40 -2.81
H 1.00 -0.67 -3.08
H -0.16 -1.33 -4.24
H 1.00 -2.39 -3.45
H -2.72 -3.50 -1.69
H -1.31 -4.26 -2.44
H -2.35 -3.19 -3.38
C -1.42 3.52 -2.95
C -1.80 4.68 -2.03
C -2.30 4.29 -0.63
C -1.22 3.86 0.36
N -0.66 2.54 0.06
C 0.61 2.23 -0.21
S 1.14 0.58 -0.40
N 1.50 3.21 -0.40
C 2.91 2.99 -0.75
C 3.15 2.78 -2.24
C 3.25 4.07 -3.06
C 2.02 4.96 -3.01
H -1.22 3.88 -3.96
H -2.24 2.80 -3.02
H -0.53 2.98 -2.62
H -2.60 5.24 -2.52
H -0.96 5.37 -1.93
H -3.05 3.50 -0.71
H -2.80 5.15 -0.19
H -1.65 3.80 1.36
H -0.43 4.61 0.40
H -1.31 1.77 0.11
H 1.15 4.14 -0.51
H 3.24 2.12 -0.18
H 3.46 3.86 -0.38
H 2.36 2.14 -2.64
H 4.09 2.23 -2.35
H 3.45 3.80 -4.10
H 4.12 4.64 -2.72
H 1.11 4.40 -3.23
H 2.09 5.77 -3.74
H 1.90 5.45 -2.03
*
```

Calculated atomic charges, method Löwdin, unit e: atom 1 (Pd): 0.5362, atom 2 (C): -0.0215, atom 3 (C): -0.2470, atom 4 (C): -0.0184, atom 5 (C): -0.0479, atom 6 (C): -0.3359, atom 7 (C): -0.0757, atom 8 (C): -0.0252, atom 9 (S): 0.6362, atom 10 (O): -0.2545, atom 11 (O): -0.3228, atom 12 (N): -0.1159, atom 13 (C): -0.0144, atom 14 (C): -0.4286, atom 15 (O): 0.1982, atom 16 (O): 0.1795, atom 17 (H): 0.0936, atom 18 (H): 0.0865, atom 19 (H): 0.0858, atom 20 (H): 0.1340, atom 21 (H): 0.1123, atom 22 (H): 0.1171, atom 23 (H): 0.1271, atom 24 (H): 0.1000, atom 25 (H): 0.1008, atom 26 (C): -0.1920, atom 27 (Si): 0.4116, atom 28 (C): -0.1607, atom 29 (C): -0.1762, atom 30 (C): -0.4554, atom 31 (Si): 0.3799, atom 32 (C): -0.1802, atom 33 (C): -0.1766, atom 34 (C): -0.1681, atom 35 (H): 0.0431, atom 36 (H): -0.0099, atom 37 (H): 0.0322, atom 38 (H): 0.0361, atom 39 (H): 0.0007, atom 40 (H): 0.0246, atom 41 (H): 0.0420, atom 42 (H): 0.0249, atom 43 (H): 0.0366, atom 44 (H): 0.0000, atom 45 (H): -0.0059, atom 46 (H): 0.0240, atom 47 (H): 0.0420, atom 48 (H): 0.0041, atom 49 (H): 0.0414, atom 50 (H): 0.0273, atom 51 (H): 0.0323, atom 52 (H): 0.0212, atom 53 (H): 0.0413, atom 54 (C): -0.1095, atom 55 (C): -0.2401, atom 56 (C): -0.1804, atom 57 (C): -0.1564, atom 58 (N): 0.0238, atom 59 (C): -0.6800, atom 60 (S): 0.7843, atom 61 (N): 0.0304, atom 62 (C): -0.1950, atom 63 (C): -0.1977, atom 64 (C): -0.2463, atom 65 (C): -0.1004, atom 66 (H): 0.0784, atom 67 (H): 0.0735, atom 68 (H): 0.0427, atom 69 (H): 0.1105, atom 70 (H): 0.0995, atom 71 (H): 0.1206, atom 72 (H): 0.1178, atom 73 (H): 0.1210, atom 74 (H): 0.1160, atom 75 (H): 0.0831, atom 76 (H): 0.1102, atom 77 (H): 0.0885, atom 78 (H): 0.1305, atom 79 (H): 0.0988, atom 80 (H): 0.1180, atom 81 (H): 0.1107, atom 82 (H): 0.1109, atom 83 (H): 0.0500, atom 84 (H): 0.0814, atom 85 (H): 0.0656

(2)
ORCA calculation (wB97M-V/def2-TZVPD) on 6 unconnected molecules or ions with the total composition C25H48NO10PS5 at a distorted geometry.

Structure (ORCA input):
```
! RIJCOSX wB97M-V def2-TZVPD def2/J DEFGRID3
* xyz 0 1
O 0.20 -0.18 1.58
S 1.13 0.86 1.96
O 1.67 1.79 0.99
C 0.43 1.79 3.31
C 0.90 1.05 4.55
C 2.37 0.71 4.29
C 2.46 0.14 2.87
H -0.66 1.83 3.21
H 0.84 2.80 3.27
H 0.77 1.65 5.45
H 0.32 0.13 4.68
H 2.97 1.62 4.37
H 2.76 0.00 5.03
H 3.40 0.40 2.39
H 2.32 -0.94 2.86
O -0.47 2.04 -7.14
S 0.02 1.20 -6.07
O 1.41 1.18 -5.69
C -0.98 1.49 -4.62
C -2.13 0.51 -4.75
C -1.50 -0.81 -5.22
C -0.54 -0.48 -6.36
H -1.30 2.53 -4.59
H -0.36 1.27 -3.74
H -2.66 0.39 -3.81
H -2.84 0.86 -5.50
H -0.95 -1.26 -4.39
H -2.26 -1.53 -5.54
H 0.32 -1.15 -6.37
H -1.04 -0.50 -7.33
O -1.54 0.04 5.89
S -1.08 -0.81 6.97
O 0.31 -0.85 7.37
C -2.09 -0.49 8.41
C -3.26 -1.46 8.26
C -2.65 -2.79 7.80
C -1.66 -2.47 6.67
H -2.40 0.55 8.42
H -1.50 -0.73 9.29
H -3.81 -1.57 9.20
H -3.96 -1.10 7.50
H -2.11 -3.25 8.64
H -3.41 -3.49 7.47
H -0.81 -3.16 6.68
H -2.15 -2.49 5.70
O -1.42 -3.46 -7.62
S -1.47 -3.05 -9.00
O -2.30 -1.96 -9.45
C 0.20 -2.77 -9.56
C 0.66 -4.13 -10.07
C -0.52 -4.70 -10.86
C -1.78 -4.50 -10.02
H 0.81 -2.39 -8.74
H 0.17 -2.04 -10.37
H 1.56 -4.05 -10.69
H 0.89 -4.79 -9.23
H -0.62 -4.16 -11.81
H -0.37 -5.76 -11.10
H -2.65 -4.32 -10.64
H -1.96 -5.34 -9.35
O -3.32 3.20 7.60
S -3.68 3.84 6.36
O -5.00 3.72 5.78
C -3.26 5.58 6.47
C -1.82 5.64 5.99
C -1.74 4.73 4.76
C -2.45 3.42 5.12
H -3.39 5.92 7.49
H -3.92 6.12 5.80
H -1.52 6.67 5.75
H -1.14 5.27 6.77
H -2.25 5.21 3.92
H -0.71 4.54 4.46
H -2.95 2.98 4.26
H -1.77 2.70 5.56
P 3.70 -0.11 -3.21
C 4.75 -0.48 -1.66
C 4.13 -1.03 -0.46
C 5.02 -1.24 0.69
N 6.34 -0.98 0.76
C 6.87 -0.50 -0.39
C 6.18 -0.21 -1.62
H 2.51 -0.60 -2.55
H 4.09 1.28 -3.07
H 4.52 -0.94 -4.04
H 2.88 0.30 -4.33
H 3.04 -1.25 -0.41
H 4.55 -1.64 1.62
H 7.96 -0.25 -0.37
H 6.73 0.21 -2.49
*
```

## Properties
SMILES: O=S1(=O)CCCC1.O=S1(=O)CCCC1.O=S1(=O)CCCC1.O=S1(=O)CCCC1.O=S1(=O)CCCC1.[PH4]c1ccncc1

Calculated atomic charges, method Löwdin, unit e: atom 1 (O): -0.3223, atom 2 (S): 0.6504, atom 3 (O): -0.3287, atom 4 (C): -0.2325, atom 5 (C): -0.2377, atom 6 (C): -0.1937, atom 7 (C): -0.2382, atom 8 (H): 0.1011, atom 9 (H): 0.1033, atom 10 (H): 0.1154, atom 11 (H): 0.0817, atom 12 (H): 0.1185, atom 13 (H): 0.1171, atom 14 (H): 0.0903, atom 15 (H): 0.1054, atom 16 (O): -0.3167, atom 17 (S): 0.6668, atom 18 (O): -0.3609, atom 19 (C): -0.2305, atom 20 (C): -0.2191, atom 21 (C): -0.2102, atom 22 (C): -0.2318, atom 23 (H): 0.1078, atom 24 (H): 0.1072, atom 25 (H): 0.1158, atom 26 (H): 0.1208, atom 27 (H): 0.1194, atom 28 (H): 0.1115, atom 29 (H): 0.0991, atom 30 (H): 0.0883, atom 31 (O): -0.3293, atom 32 (S): 0.6721, atom 33 (O): -0.3209, atom 34 (C): -0.2213, atom 35 (C): -0.2165, atom 36 (C): -0.2149, atom 37 (C): -0.2169, atom 38 (H): 0.1008, atom 39 (H): 0.1108, atom 40 (H): 0.1177, atom 41 (H): 0.1225, atom 42 (H): 0.1173, atom 43 (H): 0.1152, atom 44 (H): 0.1043, atom 45 (H): 0.1079, atom 46 (O): -0.3207, atom 47 (S): 0.6541, atom 48 (O): -0.3209, atom 49 (C): -0.2305, atom 50 (C): -0.2207, atom 51 (C): -0.2161, atom 52 (C): -0.2214, atom 53 (H): 0.1027, atom 54 (H): 0.1131, atom 55 (H): 0.1168, atom 56 (H): 0.1206, atom 57 (H): 0.1181, atom 58 (H): 0.1148, atom 59 (H): 0.1042, atom 60 (H): 0.1055, atom 61 (O): -0.3262, atom 62 (S): 0.6666, atom 63 (O): -0.3223, atom 64 (C): -0.2325, atom 65 (C): -0.2199, atom 66 (C): -0.2125, atom 67 (C): -0.2284, atom 68 (H): 0.1079, atom 69 (H): 0.1087, atom 70 (H): 0.1160, atom 71 (H): 0.1204, atom 72 (H): 0.1206, atom 73 (H): 0.1042, atom 74 (H): 0.1080, atom 75 (H): 0.0826, atom 76 (P): 0.6998, atom 77 (C): -0.4010, atom 78 (C): -0.0724, atom 79 (C): -0.1688, atom 80 (N): 0.0287, atom 81 (C): -0.1722, atom 82 (C): -0.0879, atom 83 (H): -0.0204, atom 84 (H): -0.0030, atom 85 (H): -0.0154, atom 86 (H): -0.1207, atom 87 (H): 0.0845, atom 88 (H): 0.0932, atom 89 (H): 0.1023, atom 90 (H): 0.0941

Number 1: lowest unoccupied orbital energy -3.25 eV, HOMO energy -11.5 eV, E_tot -80267.10608 eV. Number 2: lowest unoccupied orbital energy 0.58 eV, HOMO energy -8.1 eV, E_tot -112128.51078 eV.